(1)
{
  "formula": "C8H11N3S",
  "method": "ωB97M-V with the def2-TZVPD basis set",
  "species": ["C", "C", "C", "C", "C", "C", "C", "C", "N", "N", "N", "S", "H", "H", "H", "H", "H", "H", "H", "H", "H", "H", "H"],
  "xyz": [[3.6288, -0.0151, 1.1156], [2.6461, 0.9608, 0.9185], [3.5710, -1.1161, 0.2534], [1.6288, 0.8304, -0.0508], [1.4832, -0.5347, -0.4411], [0.3892, 1.5879, -0.3869], [0.0752, -0.6108, -1.0542], [-3.0390, -1.2232, 0.0915], [2.4568, -1.4525, -0.3391], [-0.4245, 0.5904, -1.0585], [-2.9453, 0.0704, 0.7918], [-3.6418, 1.1325, -0.0877], [4.4292, 0.0646, 1.8644], [2.6806, 1.7935, 1.6359], [4.4486, -1.8794, 0.1587], [-0.1461, 2.0918, 0.4380], [0.6345, 2.4955, -1.0601], [-0.3865, -1.5865, -1.1706], [-5.0221, 0.7336, -0.1422], [-4.0600, -1.5816, -0.1402], [-2.4912, -1.2457, -0.8100], [-2.4269, -1.8679, 0.7930], [-3.4888, 0.7621, -1.3196]],
  "e_lumo_ev": 0.4,
  "e_homo_ev": -8.44,
  "homo_lumo_gap_ev": 8.8260,
  "e_tot_ev": -23775.5043
}

(2)
{
  "formula": "C8H11N4O2",
  "method": "ωB97M-V with the def2-TZVPD basis set",
  "species": ["C", "C", "N", "O", "O", "N", "C", "N", "C", "C", "C", "N", "C", "C", "H", "H", "H", "H", "H", "H", "H", "H", "H", "H", "H"],
  "xyz": [[-1.8266, 2.1931, -2.2489], [-0.3864, 1.7620, -2.3270], [-0.0187, 0.8719, -3.1867], [0.9886, 0.6806, -3.8083], [-0.8659, -0.4074, -3.0495], [-0.7741, -0.8108, -1.8002], [-0.7251, 0.0242, -0.8341], [-0.1728, -0.5221, 0.3621], [0.6839, -1.5721, 0.3058], [1.3630, -2.0069, 1.4018], [1.1930, -1.3649, 2.6525], [1.8825, -1.7188, 3.7291], [0.2569, -0.3005, 2.6867], [-0.3835, 0.0898, 1.5511], [-2.5191, 1.3658, -2.3936], [-2.0044, 2.9127, -3.0513], [-2.0507, 2.7043, -1.3134], [0.3472, 2.5496, -2.1779], [-1.1368, 0.9927, -0.6225], [0.8015, -2.0278, -0.6660], [2.0491, -2.8336, 1.3061], [2.5599, -2.4645, 3.6953], [1.7584, -1.2405, 4.6075], [0.0649, 0.2113, 3.6149], [-1.0847, 0.9117, 1.5664]],
  "smiles": "C/C=[N+](/[O-])O/N=C/n1ccc(=[NH2+])cc1",
  "total_charge": 1,
  "e_lumo_ev": [-4.2, -4.2],
  "e_homo_ev": [-12.34, -12.34],
  "homo_lumo_gap_ev": [8.1697, 8.1679],
  "e_tot_ev": -18517.0971
}

(3)
{
  "formula": "C8H11N4O2S",
  "method": "ωB97M-V with the def2-TZVPD basis set",
  "species": ["C", "C", "C", "C", "C", "C", "C", "C", "N", "N", "N", "N", "O", "O", "S", "H", "H", "H", "H", "H", "H", "H", "H", "H", "H", "H"],
  "xyz": [[-1.1599, -3.2224, 0.4406], [-1.9475, -2.1429, -0.0233], [-0.1483, -2.9907, 1.3088], [-1.7061, -0.8673, 0.3966], [0.1844, -1.6667, 1.7788], [-0.6611, -0.5793, 1.3054], [0.2019, 1.0681, -1.7433], [1.2665, -1.5243, 2.5873], [1.6347, 3.0605, -3.1320], [-0.0944, 2.1005, -1.1810], [-0.5172, 0.6860, 1.6880], [2.0265, 3.3101, -4.2283], [0.4780, 1.1249, 2.5184], [-1.2672, 1.6885, 1.1907], [0.4127, -0.3854, -2.2186], [-1.3769, -4.2213, 0.0982], [-2.7545, -2.3336, -0.7132], [0.4623, -3.8022, 1.6722], [-2.3308, -0.0577, 0.0543], [1.6236, -0.5819, 2.9564], [1.8233, -2.3993, 2.8797], [0.2058, 3.0245, -1.4500], [-0.9209, 1.9800, 0.2871], [2.3465, 2.5769, -4.9016], [2.0898, 4.2824, -4.6087], [0.1289, 1.8727, 3.0375]],
  "total_charge": 1,
  "e_lumo_ev": -5.1,
  "e_homo_ev": -11.25,
  "homo_lumo_gap_ev": 6.1910,
  "e_tot_ev": -29351.9246
}

(4)
{
  "formula": "C8H11NO",
  "method": "ωB97M-V with the def2-TZVPD basis set",
  "species": ["C", "C", "C", "C", "C", "C", "C", "C", "H", "H", "H", "H", "H", "H", "H", "H", "H", "H", "H", "N", "O"],
  "xyz": [[-0.8723, -0.1832, -1.0522], [-1.7821, -1.2458, -0.7839], [-2.9350, -1.0109, 0.0750], [-3.4050, 0.3738, 0.4374], [-2.4748, 1.3192, 0.2744], [-1.1604, 1.0379, -0.4431], [2.4804, 0.1343, -0.0706], [3.9674, -0.0580, 0.2767], [0.0141, -0.2782, -1.6793], [-1.5881, -1.9315, -1.5013], [-3.5268, -1.8860, 0.2484], [-4.3404, 0.9264, 0.9190], [-2.5767, 2.2715, 0.7873], [-0.6771, 2.0085, -0.6153], [0.5026, -0.5956, 0.4230], [1.7568, -0.3999, 1.9699], [4.5966, -0.8003, -0.3281], [3.8752, -0.5767, 1.2089], [4.4480, 0.8489, 0.4141], [1.5922, -0.9427, 0.4139], [2.1051, 0.9882, -0.9741]],
  "e_lumo_ev": -0.6,
  "e_homo_ev": -8.89,
  "homo_lumo_gap_ev": 8.2652,
  "e_tot_ev": -12005.9730
}

Copy entry 1 word for word.
{
  "formula": "C8H11N3S",
  "method": "ωB97M-V with the def2-TZVPD basis set",
  "species": ["C", "C", "C", "C", "C", "C", "C", "C", "N", "N", "N", "S", "H", "H", "H", "H", "H", "H", "H", "H", "H", "H", "H"],
  "xyz": [[3.6288, -0.0151, 1.1156], [2.6461, 0.9608, 0.9185], [3.5710, -1.1161, 0.2534], [1.6288, 0.8304, -0.0508], [1.4832, -0.5347, -0.4411], [0.3892, 1.5879, -0.3869], [0.0752, -0.6108, -1.0542], [-3.0390, -1.2232, 0.0915], [2.4568, -1.4525, -0.3391], [-0.4245, 0.5904, -1.0585], [-2.9453, 0.0704, 0.7918], [-3.6418, 1.1325, -0.0877], [4.4292, 0.0646, 1.8644], [2.6806, 1.7935, 1.6359], [4.4486, -1.8794, 0.1587], [-0.1461, 2.0918, 0.4380], [0.6345, 2.4955, -1.0601], [-0.3865, -1.5865, -1.1706], [-5.0221, 0.7336, -0.1422], [-4.0600, -1.5816, -0.1402], [-2.4912, -1.2457, -0.8100], [-2.4269, -1.8679, 0.7930], [-3.4888, 0.7621, -1.3196]],
  "e_lumo_ev": 0.4,
  "e_homo_ev": -8.44,
  "homo_lumo_gap_ev": 8.8260,
  "e_tot_ev": -23775.5043
}